Record 1
5 unconnected molecules or ions with the total composition C42H97N3O2P in a non-equilibrium geometry. Source: OMol25; level of theory: the ωB97M-V functional and the def2-TZVPD basis.

Last column: Mulliken charge in e.
Cartesian coordinates (Å):
1 O 21.414 19.921 -5.018  -1.0952
2 H 20.612 20.351 -5.373  0.1158
3 C 17.305 12.631 -11.154  -1.4269
4 C 17.140 14.166 -10.850  -0.2300
5 C 16.628 14.476 -9.416  -0.6110
6 C 16.340 16.024 -9.284  -1.3921
7 P 17.622 17.012 -8.437  0.5268
8 C 17.663 16.419 -6.714  -1.0286
9 C 16.304 16.453 -6.024  -0.5636
10 C 16.468 16.131 -4.496  -0.5082
11 C 15.114 16.005 -3.781  -1.2974
12 C 17.265 18.854 -8.370  -1.2021
13 C 16.356 19.349 -9.507  -0.4985
14 C 15.973 20.867 -9.345  -0.6119
15 C 15.057 21.168 -8.103  -1.1755
16 C 19.250 16.910 -9.269  -1.2687
17 C 19.179 17.534 -10.669  -0.7070
18 C 20.505 17.318 -11.468  -0.5376
19 C 20.305 17.443 -12.986  -1.2877
20 H 17.968 12.164 -10.425  0.3479
21 H 17.616 12.451 -12.183  0.3848
22 H 16.374 12.093 -10.973  0.3546
23 H 16.480 14.529 -11.638  0.3339
24 H 18.104 14.629 -11.059  0.0761
25 H 17.345 14.118 -8.677  0.3211
26 H 15.647 14.025 -9.264  0.5160
27 H 15.421 16.120 -8.706  0.6511
28 H 16.104 16.509 -10.231  0.7715
29 H 18.412 16.939 -6.117  0.5764
30 H 18.052 15.422 -6.922  0.6412
31 H 15.567 15.808 -6.503  0.3014
32 H 15.903 17.464 -6.102  0.2896
33 H 17.126 16.837 -3.988  0.4520
34 H 16.810 15.106 -4.354  0.2867
35 H 14.643 15.068 -4.081  0.3469
36 H 14.400 16.718 -4.193  0.3194
37 H 15.096 16.090 -2.695  0.3545
38 H 18.224 19.361 -8.260  0.6342
39 H 16.748 18.917 -7.413  0.5040
40 H 15.488 18.693 -9.563  0.4298
41 H 16.933 19.176 -10.416  0.2605
42 H 15.564 21.321 -10.248  0.3970
43 H 16.937 21.302 -9.080  0.2801
44 H 14.124 20.606 -8.079  0.3117
45 H 14.661 22.171 -8.266  0.3788
46 H 15.481 21.062 -7.105  0.3202
47 H 19.501 15.850 -9.281  0.6049
48 H 19.944 17.447 -8.623  0.6403
49 H 18.964 18.593 -10.524  0.4427
50 H 18.355 17.189 -11.293  0.4505
51 H 20.916 16.354 -11.168  0.3825
52 H 21.260 18.050 -11.180  0.4135
53 H 19.512 18.156 -13.212  0.3445
54 H 19.979 16.527 -13.478  0.3224
55 H 21.225 17.814 -13.438  0.3636
56 C 21.838 24.788 -0.357  -1.3137
57 C 20.886 25.809 0.387  -0.1632
58 N 19.459 25.245 0.685  0.0264
59 C 18.696 24.688 -0.581  -1.0054
60 C 19.737 24.136 1.801  -0.6480
61 C 18.451 23.512 2.380  -1.0989
62 C 18.500 26.337 1.236  -0.7160
63 C 18.795 26.909 2.617  -0.5987
64 O 19.944 27.838 2.373  -0.3748
65 C 20.497 28.313 3.574  -0.7514
66 H 21.987 23.836 0.153  0.3123
67 H 22.842 25.213 -0.365  0.4236
68 H 21.576 24.566 -1.391  0.3822
69 H 20.816 26.771 -0.120  0.4596
70 H 21.320 25.852 1.386  0.2231
71 H 19.284 23.902 -1.055  0.3567
72 H 18.579 25.577 -1.201  0.4102
73 H 17.704 24.351 -0.278  0.4599
74 H 20.326 24.573 2.608  0.4714
75 H 20.326 23.318 1.387  0.5087
76 H 18.072 24.145 3.182  0.3023
77 H 18.701 22.533 2.789  0.4068
78 H 17.723 23.435 1.572  0.2348
79 H 17.515 25.871 1.196  0.5087
80 H 18.467 27.032 0.397  0.5408
81 H 19.205 26.189 3.325  0.3206
82 H 17.944 27.394 3.095  0.4430
83 H 21.149 27.485 3.852  0.3148
84 H 19.746 28.476 4.347  0.3150
85 H 21.051 29.239 3.416  0.2475
86 C 24.453 23.320 -12.128  -1.2215
87 C 24.699 24.313 -10.951  -0.6057
88 C 25.341 23.549 -9.765  -0.5716
89 C 26.915 23.199 -9.861  -0.6206
90 N 27.609 22.985 -8.475  0.1766
91 C 27.569 24.216 -7.536  -0.5653
92 C 28.744 24.086 -6.608  -0.7217
93 C 29.754 23.127 -7.295  -0.5222
94 C 29.179 22.770 -8.604  -0.6661
95 C 26.908 21.789 -7.741  -0.9929
96 H 24.238 23.830 -13.067  0.3741
97 H 23.860 22.440 -11.879  0.3363
98 H 25.390 22.865 -12.451  0.3276
99 H 23.763 24.769 -10.629  0.3469
100 H 25.408 25.110 -11.173  0.3478
101 H 24.655 22.748 -9.493  0.4243
102 H 25.243 24.279 -8.962  0.2809
103 H 27.410 24.078 -10.272  0.2830
104 H 27.055 22.307 -10.472  0.4483
105 H 26.607 24.208 -7.024  0.4495
106 H 27.765 25.049 -8.212  0.3620
107 H 28.322 23.769 -5.655  0.3297
108 H 29.236 25.052 -6.502  0.3724
109 H 29.809 22.131 -6.856  0.2710
110 H 30.757 23.543 -7.388  0.3779
111 H 29.356 21.729 -8.877  0.4499
112 H 29.621 23.349 -9.414  0.3715
113 H 27.397 21.647 -6.777  0.4348
114 H 26.964 20.928 -8.407  0.3396
115 H 25.847 21.959 -7.556  0.3810
116 C 22.700 13.920 2.203  -1.5319
117 C 22.844 13.887 0.705  -0.3082
118 C 23.701 14.985 0.185  -0.7378
119 C 23.661 15.163 -1.334  -0.8253
120 N 25.084 15.183 -1.909  0.3025
121 C 25.091 15.075 -3.515  -0.7076
122 C 25.306 13.560 -3.810  -0.5318
123 C 26.409 13.224 -2.831  -0.6216
124 C 25.969 13.963 -1.558  -0.5120
125 C 25.722 16.494 -1.375  -1.1268
126 H 22.286 14.850 2.593  0.3781
127 H 23.645 13.758 2.723  0.3646
128 H 21.955 13.187 2.509  0.3951
129 H 21.825 14.065 0.361  0.3228
130 H 23.065 12.833 0.541  0.2826
131 H 24.697 14.845 0.604  0.5299
132 H 23.256 15.872 0.636  0.3839
133 H 23.049 16.040 -1.548  0.4518
134 H 23.163 14.300 -1.775  0.4368
135 H 25.947 15.643 -3.879  0.4120
136 H 24.149 15.478 -3.885  0.3572
137 H 25.395 13.341 -4.874  0.4096
138 H 24.322 13.147 -3.584  0.2864
139 H 27.399 13.571 -3.127  0.3117
140 H 26.385 12.164 -2.578  0.3609
141 H 26.797 14.331 -0.952  0.3770
142 H 25.288 13.384 -0.933  0.2719
143 H 25.739 16.612 -0.291  0.3926
144 H 25.347 17.393 -1.865  0.4148
145 H 26.810 16.490 -1.434  0.4580

Its energy relative to the best compared isomer or geometry (same formula, charge and spin) is 100.2 kcal/mol. The HOMO-LUMO gap comes out at 5.23 eV. The HOMO energy comes out at -9.753 eV. As for the charge: +3.

Record 2
A molecular structure, C16H44KN4O4 in a non-equilibrium geometry. Source: OMol25; level of theory: the ωB97M-V functional and the def2-TZVPD basis.

Last column: Mulliken charge in e.
Cartesian coordinates (Å):
1 K -1.080 -0.727 -0.041  0.7407
2 C -2.251 4.586 0.179  -1.5841
3 C -1.988 3.096 0.390  0.9171
4 C -3.237 2.388 0.895  -1.0519
5 O -2.890 1.102 1.390  -0.2705
6 C -4.013 0.358 1.883  -0.8965
7 N -1.523 2.471 -0.858  -0.3854
8 H -2.689 4.813 -0.797  0.3706
9 H -1.277 5.081 0.090  0.4053
10 H -2.850 5.114 0.920  0.3928
11 H -1.226 2.920 1.155  -0.2975
12 H -3.886 2.297 0.010  0.3462
13 H -3.810 2.938 1.645  0.5595
14 H -3.839 0.245 2.960  0.2943
15 H -4.050 -0.661 1.497  0.2177
16 H -4.944 0.903 1.745  0.4354
17 H -0.626 2.878 -1.117  0.2213
18 H -2.107 2.778 -1.634  0.2940
19 C -1.924 -2.407 -3.346  -1.1551
20 C -0.969 -3.296 -2.573  0.2990
21 C 0.470 -2.841 -2.822  -0.3783
22 O 0.958 -2.792 -4.132  -0.3177
23 C 0.889 -3.995 -4.866  -0.8190
24 N -1.269 -3.274 -1.129  -0.6063
25 H -1.827 -2.606 -4.411  0.3262
26 H -1.722 -1.349 -3.151  0.0779
27 H -2.961 -2.546 -3.027  0.4153
28 H -1.082 -4.352 -2.852  0.4169
29 H 1.117 -3.488 -2.198  0.4343
30 H 0.699 -1.864 -2.391  -0.1333
31 H 1.486 -4.767 -4.378  0.3399
32 H 1.379 -3.762 -5.817  0.3067
33 H -0.067 -4.382 -5.233  0.2917
34 H -2.202 -3.664 -1.010  0.2664
35 H -0.694 -3.969 -0.654  0.2390
36 C 0.207 2.235 3.819  -1.6581
37 C 0.591 0.903 3.151  1.4595
38 C 1.578 0.125 4.023  -1.4926
39 O 2.336 -0.804 3.253  -0.2780
40 C 2.973 -1.731 4.097  -0.9271
41 N -0.482 0.080 2.682  -0.0633
42 H 0.936 3.026 3.642  0.4197
43 H 0.053 2.139 4.897  0.3938
44 H -0.719 2.630 3.393  0.3007
45 H 1.242 1.267 2.339  -0.4212
46 H 0.949 -0.477 4.695  0.4986
47 H 2.218 0.806 4.585  0.4414
48 H 3.603 -1.231 4.846  0.3370
49 H 3.634 -2.331 3.473  0.2681
50 H 2.371 -2.411 4.712  0.3534
51 H -1.368 0.518 2.473  0.0926
52 H -0.571 -0.845 3.067  0.2259
53 C 3.547 0.940 0.358  -1.5154
54 C 2.212 0.471 -0.234  1.2393
55 C 2.197 0.598 -1.735  -1.2071
56 O 0.866 0.400 -2.136  0.0583
57 C 0.524 1.011 -3.379  -0.9643
58 N 2.086 -0.942 0.166  -0.2498
59 H 3.583 0.793 1.442  0.2866
60 H 3.928 1.939 0.124  0.3939
61 H 4.388 0.282 0.098  0.4126
62 H 1.368 1.014 0.198  -0.4811
63 H 2.916 -0.132 -2.138  0.2149
64 H 2.580 1.584 -2.023  0.7065
65 H 0.529 0.242 -4.157  0.2209
66 H 1.315 1.689 -3.704  0.4347
67 H -0.442 1.498 -3.302  0.2403
68 H 2.021 -1.016 1.174  0.2447
69 H 2.837 -1.497 -0.216  0.3019

Its energy relative to the best compared isomer or geometry (same formula, charge and spin) is 0.0 kcal/mol. The HOMO-LUMO gap comes out at 9.26 eV. The HOMO energy comes out at -11.560 eV. As for the charge: +1.

Record 3
2 unconnected molecules or ions with the total composition C4H12 in a non-equilibrium geometry. Source: OMol25; level of theory: the ωB97M-V functional and the def2-TZVPD basis.

Last column: Mulliken charge in e.
Cartesian coordinates (Å):
1 C 0.187 -1.708 0.344  -0.6210
2 C 1.448 -1.664 -0.547  -0.7524
3 H 0.120 -0.865 1.105  0.1994
4 H -0.616 -1.603 -0.420  0.1701
5 H 0.072 -2.757 0.877  0.2797
6 H 2.377 -1.648 0.148  0.2172
7 H 1.406 -0.659 -1.047  0.1641
8 H 1.476 -2.470 -1.213  0.3517
9 C -0.107 1.945 0.161  -0.9585
10 C -1.602 1.470 0.025  -0.5068
11 H 0.599 1.483 -0.455  0.2174
12 H 0.082 2.883 -0.163  0.4346
13 H 0.387 1.848 1.207  0.2499
14 H -1.478 0.408 -0.357  -0.0055
15 H -2.213 1.934 -0.726  0.3514
16 H -2.140 1.403 1.061  0.2086

Its energy relative to the best compared isomer or geometry (same formula, charge and spin) is 27.2 kcal/mol. The HOMO-LUMO gap comes out at 12.40 eV. The HOMO energy comes out at -11.253 eV. The structure (SMILES) is CC.CC.

Record 4
A single C2H4N2S2 molecule in a non-equilibrium geometry. Source: OMol25; level of theory: the ωB97M-V functional and the def2-TZVPD basis.

Last column: Mulliken charge in e.
Cartesian coordinates (Å):
1 N 2.237 -0.280 -0.270  -0.5729
2 N 0.918 0.222 -0.277  -0.1432
3 C -0.030 -0.527 0.080  -0.1444
4 C -1.392 0.042 -0.003  0.2151
5 S -2.639 -1.030 -0.193  -0.2284
6 S -1.433 1.798 -0.089  -0.1597
7 H 2.776 0.547 0.014  0.2654
8 H 2.364 -1.029 0.396  0.2579
9 H 0.027 -1.525 0.509  0.3499
10 H -2.829 1.781 -0.168  0.1603

Its energy relative to the best compared isomer or geometry (same formula, charge and spin) is 51.1 kcal/mol. The HOMO-LUMO gap comes out at 8.11 eV. The HOMO energy comes out at -8.849 eV. The structure (SMILES) is N/N=C/C(=S)S.